Record 1
Below is a single C5H12N2O molecule in a non-equilibrium geometry, with properties calculated with ωB97M-V/def2-TZVPD.

The geometry in XYZ format:
```
20
Properties=species:S:1:pos:R:3:forces:R:3
O 1.9250 -1.5080 -0.3979 -0.21 0.12 0.03
N 0.9151 0.5440 0.3675 0.04 -0.43 -0.14
N -0.5066 -1.0871 -0.2736 0.48 0.91 0.26
C -1.5999 -1.4921 0.6082 0.01 0.14 -0.09
C -1.5896 1.2867 -0.4965 0.10 -0.18 0.10
C 1.0724 -1.0420 0.3644 -0.18 0.73 -0.08
C 2.0225 1.3378 -0.1540 -0.07 -0.21 0.15
C -0.5109 0.4761 -0.7043 -0.28 -1.11 -0.11
H -1.8873 1.9813 -1.2658 0.14 0.10 0.03
H -0.4480 -1.6803 -1.0970 -0.07 0.09 -0.03
H 0.9605 -1.3887 1.4112 -0.14 -0.04 -0.11
H 2.7246 1.6055 0.6363 0.02 0.01 -0.07
H -2.5526 -1.1832 0.1733 0.05 -0.05 0.05
H 0.5598 0.9141 1.2449 0.06 -0.09 -0.03
H -2.1257 1.3137 0.4427 -0.08 -0.09 0.00
H 2.5319 0.7310 -0.9017 0.01 0.03 0.02
H 1.6228 2.2473 -0.6076 -0.02 -0.02 -0.01
H -0.0473 0.5104 -1.6840 0.11 0.06 0.06
H -1.4878 -0.9961 1.5729 0.01 -0.01 -0.01
H -1.5790 -2.5704 0.7611 0.02 0.03 -0.03
```
Forces are in eV/Å.

Summary:
HOMO energy = -7.20 eV
ΔE to the lowest compared entry with this formula, charge and spin = 453.3 kJ/mol
Spin multiplicity = 1
LUMO energy = 0.82 eV
Net charge = 0


Record 2
Below is 2 unconnected molecules or ions with the total composition C5H12N2O2 in a non-equilibrium geometry, with properties calculated with ωB97M-V/def2-TZVPD.

The geometry in XYZ format:
```
21
Properties=species:S:1:pos:R:3:forces:R:3
O 1.2020 -1.1791 1.3794 0.85 -0.72 0.12
O -3.0784 0.2963 -0.4502 -0.44 0.43 -0.05
N -1.5150 -1.0360 0.4673 0.53 1.11 -0.89
N 1.5493 0.9869 1.3287 0.68 0.19 0.09
C -1.2211 0.9446 -2.6966 0.25 -1.44 0.76
C 3.3560 -0.5148 0.5561 1.62 -1.90 1.84
C -0.8586 0.6755 -1.2210 1.42 0.61 0.98
C -1.9048 0.0121 -0.3464 0.03 -1.36 -0.11
C 2.0089 -0.2881 1.1572 -2.03 1.30 -1.31
H 0.6177 1.0828 1.6939 -0.04 -0.04 0.09
H -2.0795 0.3313 -3.0204 0.27 0.47 0.20
H -0.5326 -1.2857 0.5870 -0.60 0.00 0.13
H 0.1235 0.1837 -1.1276 -0.52 -0.68 -0.30
H -2.2638 -1.5791 0.8560 0.07 -0.01 0.24
H 4.1548 0.0789 1.0262 -0.41 0.27 -0.43
H -0.3362 0.5664 -3.2161 -0.29 0.53 -0.57
H -0.5109 1.6068 -0.7402 -0.83 0.15 -0.04
H 3.5726 -0.6970 -0.4988 -0.89 0.72 -0.06
H 3.5371 -1.5242 0.9825 0.28 0.31 -0.28
H -1.3977 1.9939 -2.8501 -0.11 0.24 -0.37
H 2.0914 1.8232 1.2015 0.16 -0.16 -0.05
```
Forces are in eV/Å.

Summary:
HOMO energy = -9.37 eV
ΔE to the lowest compared entry with this formula, charge and spin = 55.5 kJ/mol
Spin multiplicity = 1
LUMO energy = 0.56 eV
Net charge = 0


Record 3
Below is a molecular structure, C5H12N2O2 in a non-equilibrium geometry, with properties calculated with ωB97M-V/def2-TZVPD.

The geometry in XYZ format:
```
21
Properties=species:S:1:pos:R:3:forces:R:3
O -2.2778 1.6336 0.2263 1.62 1.06 -1.08
O 0.0226 2.4977 -0.6257 -0.49 -1.71 0.35
N 1.4227 -1.4945 -0.5849 -0.21 0.04 -0.07
N 1.2182 -0.0998 -0.5195 -1.63 -0.85 0.22
C -0.7093 0.1401 -0.0676 4.95 -2.14 -0.76
C -0.5334 1.5249 -0.3000 -3.69 2.58 0.73
C -0.8753 -0.3598 1.3459 -0.17 0.29 -0.07
C 2.1151 0.4733 0.4710 -0.09 0.17 0.16
C -1.3552 -0.6547 -1.1744 0.03 0.11 0.01
H 1.9109 -1.7614 -1.4341 -0.05 0.17 0.20
H 1.8726 -1.9033 0.2327 0.01 0.22 -0.11
H -2.4112 -0.8027 -0.9416 0.12 0.01 0.03
H -1.9383 -0.5020 1.5484 0.10 -0.01 -0.01
H 2.0032 0.0228 1.4697 0.02 -0.01 0.03
H -2.6489 2.1554 -0.5054 -0.04 0.00 0.38
H 1.9801 1.5518 0.5511 -0.18 -0.05 0.03
H 3.1589 0.3330 0.1560 -0.24 -0.15 -0.05
H -0.8395 -1.6198 -1.2455 -0.04 0.16 0.15
H -0.4869 0.3409 2.0847 0.00 0.01 -0.09
H -0.3523 -1.3147 1.4582 -0.05 0.05 -0.20
H -1.2762 -0.1610 -2.1452 0.03 0.04 0.14
```
Forces are in eV/Å.

Summary:
HOMO energy = -8.09 eV
ΔE to the lowest compared entry with this formula, charge and spin = 512.5 kJ/mol
Spin multiplicity = 1
LUMO energy = 0.80 eV
Net charge = 0


Record 4
Below is 2 unconnected molecules or ions with the total composition C5H12N2O2 in a non-equilibrium geometry, with properties calculated with ωB97M-V/def2-TZVPD.

The geometry in XYZ format:
```
21
Properties=species:S:1:pos:R:3:forces:R:3
O 1.9411 2.8141 1.7334 0.58 -0.21 0.12
O -0.9618 -0.8841 -0.7023 0.55 0.23 -0.22
N 0.4809 1.4144 2.8056 1.66 0.08 -0.17
N -1.6197 -3.0382 -0.6281 1.14 0.47 -0.60
C -0.3963 3.2873 1.5129 -0.35 -0.74 1.06
C 0.5467 -1.3679 -3.1780 0.12 -1.29 -0.04
C 0.1371 -2.4633 -2.1743 1.00 -0.37 -0.28
C -0.8025 -2.0109 -1.1169 -2.31 -1.02 0.73
C 0.8141 2.4766 1.9871 -1.44 0.52 -0.29
H 1.2730 0.7872 2.9406 -0.45 0.14 0.10
H -0.2441 -0.6555 -3.3741 0.08 0.44 0.54
H -0.1857 -3.3843 -2.6624 -0.61 0.24 -0.12
H -1.1671 2.6635 1.0533 0.37 -0.03 -0.49
H -1.5524 -3.9662 -0.9998 -0.10 -0.03 -0.03
H -0.3973 0.9719 2.6748 -0.63 -0.25 -0.13
H 1.4853 -0.9776 -2.8068 -0.10 0.82 -0.29
H 0.9993 -2.8661 -1.6185 0.18 0.48 -0.14
H -0.9215 3.6073 2.4208 0.26 0.40 -0.04
H -2.3912 -2.8073 -0.0434 -0.24 0.17 0.36
H -0.0976 4.1320 0.9146 0.02 0.06 -0.20
H 0.7180 -1.8212 -4.1575 0.29 -0.12 0.14
```
Forces are in eV/Å.

Summary:
HOMO energy = -9.58 eV
ΔE to the lowest compared entry with this formula, charge and spin = 33.4 kJ/mol
Spin multiplicity = 1
LUMO energy = 0.72 eV
Net charge = 0


Record 5
Below is 2 unconnected molecules or ions with the total composition C5H12N2O3 in a non-equilibrium geometry, with properties calculated with ωB97M-V/def2-TZVPD.

The geometry in XYZ format:
```
22
Properties=species:S:1:pos:R:3:forces:R:3
O -2.2076 0.6664 0.7558 2.96 2.13 0.92
O -2.5530 -0.7177 -0.8616 1.27 -0.91 -1.51
O -4.0537 -0.2615 0.5582 -0.46 -0.59 0.28
N 0.0127 -0.2311 -0.4688 -0.93 1.83 0.04
N -2.9053 -0.1375 0.1491 -4.05 -0.31 -0.01
C 0.2498 1.4859 1.1621 -0.62 2.34 0.94
C -0.2857 1.0668 -0.1482 1.37 -2.99 -1.30
C -0.6380 2.1045 -1.2144 -0.77 -0.40 -1.66
C 0.6022 -1.2408 0.3995 -0.11 -0.12 2.16
C 0.3487 -2.6220 -0.1582 -0.34 1.53 -2.23
H 0.1586 -1.3810 1.4780 0.72 1.33 -1.75
H 1.3611 1.5053 1.1646 -0.67 -0.35 0.10
H -1.4043 2.6808 -0.7177 0.01 0.75 0.12
H 0.6541 -3.3718 0.4588 1.05 -1.84 2.17
H -0.7280 -2.7764 -0.2640 0.08 0.14 -0.45
H -0.0840 2.5734 1.3696 0.50 -1.75 -0.26
H -0.5866 -0.6983 -1.1430 -0.16 0.77 -0.41
H -1.2233 1.7140 -2.1554 1.51 0.19 1.82
H -0.2276 0.8405 1.9323 0.82 0.46 -0.40
H 1.6601 -0.9284 0.4284 -0.22 -0.73 0.58
H 0.2322 2.7985 -1.5933 -1.47 -1.60 1.14
H 0.9174 -2.7976 -1.0762 -0.50 0.12 -0.29
```
Forces are in eV/Å.

Summary:
HOMO energy (alpha / beta) = -8.95 / -8.95 eV
ΔE to the lowest compared entry with this formula, charge and spin = 625.3 kJ/mol
Spin multiplicity = 1
LUMO energy (alpha / beta) = 0.19 / 0.19 eV
Net charge = 0


Record 6
Below is a molecular structure, C5H12N2O3 in a non-equilibrium geometry, with properties calculated with ωB97M-V/def2-TZVPD.

The geometry in XYZ format:
```
22
Properties=species:S:1:pos:R:3:forces:R:3
O -0.5923 0.4876 -2.4428 -0.58 -0.74 1.84
O 0.7946 -0.5789 0.2236 -0.67 -0.89 0.29
O -2.6623 0.2970 -1.0299 0.67 -1.45 0.76
N 0.1788 1.6133 0.3239 0.40 -0.72 0.00
N -1.1766 -1.4423 -1.2516 -2.56 -0.66 0.96
C 1.5700 -0.4613 1.4161 0.31 0.56 0.18
C 2.1634 -1.8150 1.7276 0.06 -0.18 0.03
C -0.0052 0.4464 -0.1173 -0.39 2.03 -0.55
C -0.9041 0.0545 -1.3090 0.66 0.21 -1.97
C -0.4697 2.7743 -0.2422 -0.65 0.36 0.11
H -2.9769 0.6326 -1.8786 0.28 0.13 -0.11
H 2.8938 -1.7104 2.5406 -0.19 -0.07 -0.18
H -0.4221 -1.9852 -1.6640 -0.53 -0.04 -0.77
H -1.3203 -1.8675 -0.3375 0.89 0.54 0.63
H -0.7077 2.7006 -1.3131 0.13 -0.19 0.29
H 2.3487 0.2971 1.2511 -0.20 -0.17 0.08
H 2.6796 -2.2298 0.8511 -0.12 0.13 0.23
H -2.4766 -1.2074 -1.2348 2.09 1.36 -1.34
H 0.9235 -0.1024 2.2294 0.16 -0.04 -0.21
H 0.1822 3.6469 -0.0925 -0.16 -0.31 -0.01
H -1.4070 2.9715 0.3008 0.21 0.02 -0.15
H 1.3865 -2.5217 2.0491 0.21 0.13 -0.11
```
Forces are in eV/Å.

Summary:
HOMO energy = -8.94 eV
ΔE to the lowest compared entry with this formula, charge and spin = 428.1 kJ/mol
Spin multiplicity = 1
LUMO energy = 0.47 eV
Net charge = 0


Record 7
Below is a molecular structure, C5H12N2OS in a non-equilibrium geometry, with properties calculated with ωB97M-V/def2-TZVPD.

The geometry in XYZ format:
```
21
Properties=species:S:1:pos:R:3:forces:R:3
S -0.9235 0.3663 -0.5912 -0.30 2.12 -1.02
O 0.3261 -1.2485 0.2069 -0.63 -2.11 1.74
N -0.1698 -2.5246 0.0728 1.99 -0.07 -2.17
N -2.1463 0.5555 0.3377 -1.70 -0.88 0.66
C -3.3939 -0.1192 -0.0326 0.57 1.52 -3.50
C 0.1775 1.4400 0.3510 -1.39 2.10 0.29
C 1.5836 1.4115 -0.2645 0.93 0.51 3.97
C 2.2973 0.1725 0.1870 0.68 -3.46 1.22
C 1.5612 -1.0178 -0.5001 -0.12 1.65 -0.13
H -4.1504 0.6005 0.0960 -1.15 1.02 0.58
H 2.0079 -1.9348 -0.4110 1.69 -2.10 0.04
H 1.4935 -0.7599 -1.6039 -0.68 -0.44 1.16
H 3.3611 0.0018 -0.0899 -0.54 0.89 -0.66
H -3.5743 -0.3484 -1.1728 0.92 -0.09 1.84
H -0.7860 -2.8089 0.8161 -0.37 1.31 1.08
H 2.2397 2.1853 0.1290 -0.49 0.84 -0.37
H 2.4529 -0.0233 1.3212 -1.13 0.58 -1.60
H 0.0924 1.1908 1.4291 0.60 -0.73 -0.69
H -3.6521 -0.9314 0.5547 -0.10 -1.83 1.12
H 1.6340 1.3465 -1.2883 -0.36 0.62 -2.53
H -0.4308 2.4458 0.4526 1.58 -1.46 -1.05
```
Forces are in eV/Å.

Summary:
HOMO energy (alpha / beta) = -8.59 / -6.46 eV
ΔE to the lowest compared entry with this formula, charge and spin = 568.1 kJ/mol
Spin multiplicity = 1
LUMO energy (alpha / beta) = 0.62 / -0.06 eV
Net charge = 0


Record 8
Below is a single C5H12N2S molecule in a non-equilibrium geometry, with properties calculated with ωB97M-V/def2-TZVPD.

The geometry in XYZ format:
```
20
Properties=species:S:1:pos:R:3:forces:R:3
S -0.6344 3.0033 -1.7072 1.87 -0.19 1.29
N 0.8947 -0.9155 0.8791 0.71 -2.09 -0.58
N 1.1122 -0.4136 -2.0547 0.61 -2.57 2.88
C 0.3470 -1.4928 2.1275 1.31 -3.71 0.57
C -0.7244 1.0332 0.5575 -0.73 4.77 2.77
C 0.0685 1.6700 -0.5962 0.46 -1.36 -1.08
C -0.2973 -0.3371 0.2464 0.22 -3.52 1.32
C 0.0141 0.0980 -1.1650 -0.97 2.78 -4.43
H 0.0885 -0.5367 2.5806 -0.57 -0.91 1.40
H -0.9452 -1.2335 0.6002 -0.96 2.04 -2.03
H 1.8460 -0.8871 -1.2469 -2.34 1.34 -3.64
H 1.0312 -1.7424 0.2379 0.43 1.00 0.89
H 1.0797 2.0427 -0.3229 -0.66 -0.50 -0.11
H -0.7712 1.7745 1.5623 0.64 -2.73 -2.04
H -1.7445 2.3987 -1.9437 -1.47 -0.77 -0.29
H -0.9103 0.2872 -1.9077 1.59 -1.18 1.95
H 1.1044 -2.3140 2.7579 -1.68 3.16 -1.68
H -0.5538 -2.3054 1.9038 1.61 2.44 0.62
H 0.7491 -1.1429 -2.8096 1.08 1.70 2.62
H -1.7545 1.0133 0.3008 -1.16 0.32 -0.43
```
Forces are in eV/Å.

Summary:
HOMO energy = -8.80 eV
ΔE to the lowest compared entry with this formula, charge and spin = 432.6 kJ/mol
Spin multiplicity = 1
LUMO energy = 0.78 eV
Net charge = 0